Record 1
Below is C72H89Br2F11N2O2Ta as an isolated structure at a distorted geometry, with properties calculated with ωB97M-V with the def2-TZVPD basis set.

The geometry in XYZ format:
```
179
Properties=species:S:1:pos:R:3:mulliken_charge:R:1
C -2.555 -6.418 -1.453 -1.060
C -1.808 -6.908 -2.701 -0.316
C -0.729 -5.898 -3.117 -0.553
N -1.286 -4.575 -3.427 -0.170
Ta -0.112 -2.922 -3.811 -0.172
Br 1.135 -0.730 -4.475 -0.195
C 0.176 -3.798 -5.926 -0.791
C 0.961 -3.105 -7.054 -0.889
C 2.478 -3.274 -6.899 0.246
Br 3.518 -1.686 -7.299 -0.206
C -0.647 -2.022 -1.767 -0.009
C -1.179 -0.567 -1.677 -0.526
C -0.638 0.247 -0.488 -1.369
C 0.803 0.795 -0.646 0.833
C 0.913 2.334 -0.493 -1.391
C 1.139 3.121 -1.798 -0.628
C 2.614 3.403 -2.134 -0.431
C 3.349 2.208 -2.734 0.807
C 4.804 2.467 -3.149 -1.499
C 4.973 3.531 -4.243 -0.549
C 4.496 3.071 -5.636 -0.344
C 3.623 4.106 -6.338 -0.757
O 2.463 4.458 -5.602 -0.354
C 1.371 3.583 -5.812 -0.608
C -2.069 -1.976 -4.654 -1.094
O -1.840 -1.020 -5.737 -0.335
C -2.866 -0.314 -6.112 1.022
F -3.384 0.446 -5.153 -0.296
F -3.897 -1.035 -6.558 -0.318
F -2.511 0.475 -7.082 -0.268
C 1.797 -3.885 -2.960 -0.413
C 3.059 -3.116 -2.775 0.045
C 3.104 -2.055 -1.695 0.348
N 4.147 -3.293 -3.434 -0.780
H -3.412 -7.047 -1.187 0.340
H -1.859 -6.398 -0.604 0.317
H -2.926 -5.396 -1.591 0.194
H -1.298 -7.841 -2.425 0.365
H -2.491 -7.102 -3.535 0.118
H -0.020 -5.798 -2.290 0.359
H -0.197 -6.297 -3.994 0.128
H -1.979 -4.687 -4.167 0.281
H -0.854 -3.939 -6.293 0.397
H 0.585 -4.817 -5.794 0.457
H 0.689 -3.573 -8.015 0.392
H 0.697 -2.049 -7.147 0.323
H 2.741 -3.591 -5.887 -0.438
H 2.863 -4.020 -7.599 0.372
H 0.186 -2.139 -1.057 -0.448
H -1.433 -2.689 -1.384 0.487
H -0.990 -0.004 -2.601 0.162
H -2.273 -0.611 -1.566 0.590
H -0.708 -0.382 0.412 0.149
H -1.313 1.101 -0.322 0.590
H 1.470 0.304 0.073 0.414
H 1.171 0.502 -1.639 -0.436
H -0.005 2.696 -0.014 0.439
H 1.748 2.575 0.181 0.445
H 0.681 2.583 -2.639 0.171
H 0.620 4.088 -1.731 0.455
H 3.130 3.741 -1.222 0.146
H 2.635 4.236 -2.850 0.413
H 3.347 1.389 -2.001 0.240
H 2.782 1.862 -3.607 -0.407
H 5.404 2.732 -2.268 0.481
H 5.215 1.521 -3.533 0.328
H 4.423 4.441 -3.971 0.234
H 6.032 3.816 -4.292 0.453
H 3.958 2.118 -5.560 0.084
H 5.362 2.882 -6.285 0.402
H 3.330 3.752 -7.339 0.405
H 4.194 5.036 -6.469 0.345
H 0.566 3.902 -5.147 0.198
H 1.015 3.641 -6.851 0.381
H 1.629 2.542 -5.586 0.223
H -2.668 -1.489 -3.876 0.469
H -2.666 -2.792 -5.088 0.616
H 1.483 -4.270 -1.975 -0.038
H 2.013 -4.742 -3.619 0.650
H 2.166 -1.957 -1.150 -0.423
H 3.911 -2.296 -0.992 0.362
H 3.336 -1.090 -2.155 -0.409
H 4.033 -4.039 -4.122 0.272
F -4.188 -8.139 -5.089 -0.377
C -5.336 -7.549 -4.698 0.456
C -6.027 -6.774 -5.608 -0.728
C -7.207 -6.169 -5.199 -0.283
C -7.674 -6.344 -3.903 -0.586
C -6.956 -7.126 -3.009 -0.421
C -5.774 -7.738 -3.403 -0.275
H -5.641 -6.648 -6.610 0.465
H -7.766 -5.563 -5.898 0.398
H -8.594 -5.868 -3.591 0.454
H -7.310 -7.257 -1.995 0.377
H -5.196 -8.349 -2.722 0.513
F 5.083 6.421 -1.210 -0.301
C 4.202 6.891 -0.304 0.356
C 2.852 6.769 -0.563 -0.340
C 1.954 7.253 0.377 -0.451
C 2.411 7.848 1.546 -0.511
C 3.775 7.960 1.778 -0.031
C 4.686 7.478 0.848 -0.715
H 2.518 6.297 -1.477 0.435
H 0.892 7.158 0.195 0.381
H 1.704 8.224 2.274 0.441
H 4.138 8.426 2.685 0.298
H 5.754 7.548 1.008 0.440
F 4.692 -5.020 -0.323 -0.276
C 5.998 -4.678 -0.266 0.506
C 6.620 -4.212 -1.408 -0.235
C 7.964 -3.877 -1.322 -0.460
C 8.656 -4.006 -0.124 -0.552
C 8.000 -4.476 1.005 -0.340
C 6.656 -4.818 0.941 -0.573
H 6.057 -4.107 -2.329 0.391
H 8.470 -3.503 -2.203 0.383
H 9.703 -3.737 -0.070 0.372
H 8.532 -4.578 1.941 0.348
H 6.123 -5.185 1.808 0.447
F -0.508 -2.634 1.898 -0.290
C 0.652 -2.941 2.506 0.328
C 1.628 -3.607 1.791 -0.336
C 2.816 -3.924 2.433 -0.193
C 3.013 -3.575 3.763 -0.531
C 2.015 -2.905 4.456 -0.239
C 0.820 -2.581 3.829 -0.658
H 1.459 -3.864 0.753 0.491
H 3.590 -4.438 1.879 0.221
H 3.944 -3.822 4.256 0.385
H 2.164 -2.629 5.492 0.356
H 0.028 -2.055 4.345 0.429
F -10.068 -6.681 -6.581 -0.317
C -10.914 -7.503 -5.929 0.422
C -10.586 -8.839 -5.822 -0.397
C -11.458 -9.678 -5.144 -0.271
C -12.629 -9.178 -4.590 -0.551
C -12.930 -7.829 -4.713 -0.258
C -12.068 -6.975 -5.387 -0.552
H -9.665 -9.202 -6.258 0.432
H -11.217 -10.728 -5.045 0.355
H -13.304 -9.838 -4.062 0.370
H -13.841 -7.434 -4.282 0.354
H -12.277 -5.919 -5.492 0.420
F 4.879 9.266 4.917 -0.329
C 3.727 9.582 5.548 0.410
C 2.625 8.770 5.371 -0.435
C 1.448 9.100 6.028 -0.328
C 1.392 10.226 6.840 -0.672
C 2.516 11.025 6.997 -0.242
C 3.701 10.707 6.347 -0.642
H 2.691 7.897 4.734 0.580
H 0.575 8.476 5.906 0.457
H 0.472 10.477 7.351 0.411
H 2.474 11.903 7.628 0.359
H 4.591 11.311 6.455 0.420
F -1.022 7.014 6.890 -0.344
C -0.916 6.864 8.230 0.315
C -1.887 7.419 9.038 -0.506
C -1.766 7.262 10.411 -0.367
C -0.692 6.568 10.952 -0.402
C 0.269 6.026 10.108 -0.492
C 0.164 6.169 8.732 -0.285
H -2.715 7.955 8.594 0.428
H -2.520 7.684 11.063 0.368
H -0.605 6.450 12.022 0.483
H 1.111 5.486 10.523 0.364
H 0.900 5.755 8.056 0.452
F -0.986 5.946 14.143 -0.327
C -1.897 5.083 14.649 0.502
C -1.619 3.732 14.610 -0.418
C -2.561 2.854 15.126 -0.280
C -3.749 3.332 15.664 -0.579
C -3.998 4.697 15.687 -0.272
C -3.066 5.590 15.176 -0.534
H -0.690 3.385 14.181 0.417
H -2.365 1.790 15.105 0.349
H -4.479 2.641 16.062 0.371
H -4.923 5.073 16.102 0.350
H -3.235 6.658 15.183 0.415
```

As for the net charge: -1. As for the LUMO energy: 0.058 Eh. Its HOMO-LUMO gap is 6.4825 eV.

Record 2
Below is a 9-piece molecular cluster, C73H156N8O9 overall at a distorted geometry, with properties calculated with ωB97M-V with the def2-TZVPD basis set.

The geometry in XYZ format:
```
246
Properties=species:S:1:pos:R:3:mulliken_charge:R:1
C 4.567 -4.345 3.970 -2.263
C 3.114 -3.920 3.855 2.075
C 2.210 -5.163 3.824 -1.643
C 0.723 -4.796 4.017 -0.081
C 0.599 -4.075 5.339 -1.523
C 1.444 -2.840 5.385 1.871
N 2.829 -3.213 5.103 0.043
O 3.606 -1.983 5.065 -0.418
C 0.943 -1.658 4.469 -0.785
C 1.512 -2.261 6.815 -2.060
C 2.951 -3.087 2.567 -0.021
H 4.730 -4.839 4.946 0.474
H 5.178 -3.452 3.924 0.467
H 4.891 -5.042 3.195 0.416
H 2.343 -5.651 2.875 0.511
H 2.482 -5.855 4.614 0.417
H 0.126 -5.696 3.977 0.435
H 0.283 -4.165 3.245 -0.016
H 0.902 -4.716 6.182 0.333
H -0.411 -3.687 5.474 0.502
H 1.630 -0.836 4.346 0.497
H 0.710 -2.003 3.453 -0.400
H 0.027 -1.238 4.883 0.221
H 2.013 -2.939 7.539 0.471
H 2.084 -1.323 6.895 0.340
H 0.473 -2.117 7.154 0.394
H 1.913 -2.882 2.323 -0.524
H 3.423 -3.635 1.752 -0.514
H 3.435 -2.117 2.694 0.293
H 4.342 -2.174 5.653 0.372
C -6.696 -4.503 -2.482 -2.038
C -6.532 -3.526 -1.304 2.248
C -7.206 -2.194 -1.629 -1.657
C -7.252 -1.317 -0.402 2.038
C -8.156 -2.037 0.564 -1.784
C -7.569 -3.346 1.038 2.167
N -7.229 -4.123 -0.189 0.056
O -6.558 -5.276 0.171 -0.519
C -6.355 -3.135 2.022 -2.094
C -8.583 -4.206 1.796 -2.083
C -4.977 -3.301 -1.140 -2.316
H -7.736 -4.754 -2.725 0.428
H -6.111 -5.420 -2.361 0.362
H -6.274 -4.002 -3.358 0.385
H -6.850 -1.755 -2.569 0.331
H -8.271 -2.399 -1.900 0.463
H -7.567 -0.280 -0.597 -0.422
H -6.287 -1.373 0.121 -0.900
H -9.134 -2.256 0.128 0.396
H -8.350 -1.403 1.433 0.395
H -6.728 -2.532 2.859 0.435
H -6.037 -4.081 2.463 0.522
H -5.458 -2.692 1.589 0.500
H -8.202 -5.136 2.217 0.334
H -9.018 -3.629 2.607 0.393
H -9.370 -4.481 1.062 0.472
H -4.473 -4.262 -1.016 0.540
H -4.683 -2.629 -0.342 0.323
H -4.587 -2.895 -2.075 0.642
H -5.719 -5.007 0.554 0.380
C 0.405 2.440 0.434 -0.670
C 0.040 1.201 -0.347 2.189
C 1.246 0.255 -0.368 0.125
C 0.910 -1.196 -0.775 -0.474
C -0.239 -1.673 0.113 -0.789
C -1.481 -0.760 0.054 2.071
N -1.023 0.561 0.391 0.207
O -2.134 1.444 0.415 2.556
C -2.191 -0.779 -1.317 -1.574
C -2.569 -1.145 1.094 -0.975
C -0.307 1.666 -1.766 -1.512
H -0.403 3.182 0.430 0.064
H 1.246 2.942 -0.098 -0.126
H 0.781 2.244 1.459 -0.354
H 2.029 0.724 -0.961 -0.652
H 1.551 0.177 0.668 0.045
H 1.771 -1.846 -0.824 0.544
H 0.525 -1.228 -1.796 -0.365
H 0.045 -1.666 1.155 -0.774
H -0.577 -2.675 -0.152 0.881
H -1.504 -0.630 -2.153 0.226
H -2.697 -1.739 -1.462 0.410
H -2.929 0.025 -1.378 -0.392
H -2.224 -1.014 2.122 -0.742
H -3.540 -0.678 0.936 -0.192
H -2.742 -2.218 0.894 0.909
H 0.469 2.342 -2.136 0.404
H -1.237 2.247 -1.777 -0.246
H -0.315 0.867 -2.506 0.396
H -2.425 1.426 1.347 -0.658
C 3.834 4.013 -0.276 -1.014
C 5.326 3.584 0.090 1.658
C 6.073 4.637 0.929 -1.398
C 5.761 4.590 2.466 -0.628
C 6.060 3.155 2.893 -1.385
C 5.094 2.156 2.217 2.247
N 5.378 2.312 0.811 -0.114
O 4.403 1.476 0.059 1.447
C 5.521 0.708 2.525 -2.051
C 3.656 2.431 2.649 -1.273
C 6.083 3.463 -1.204 -1.806
H 3.797 4.970 -0.834 0.427
H 3.195 4.180 0.597 0.432
H 3.458 3.304 -1.032 -0.349
H 7.152 4.521 0.863 0.383
H 5.822 5.591 0.462 0.440
H 4.705 4.775 2.608 0.360
H 6.286 5.344 3.063 0.435
H 6.038 3.005 3.974 0.443
H 7.099 2.940 2.610 0.387
H 6.520 0.582 2.085 0.399
H 5.569 0.554 3.610 0.490
H 4.819 -0.052 2.153 0.024
H 3.411 3.482 2.497 0.183
H 2.901 1.846 2.105 -0.465
H 3.527 2.140 3.704 0.543
H 5.536 2.831 -1.889 0.005
H 7.074 3.062 -1.011 0.498
H 6.178 4.441 -1.686 0.373
H 4.816 0.606 0.078 -0.225
C -2.323 3.365 5.343 -1.472
C -2.256 2.081 4.480 1.614
C -2.291 0.729 5.205 -0.824
C -3.580 0.437 5.869 -1.256
C -4.587 0.325 4.752 -1.232
C -4.684 1.580 3.956 1.842
N -3.316 1.965 3.460 0.862
O -3.400 3.326 2.892 -0.684
C -5.576 1.407 2.731 -1.670
C -5.414 2.742 4.639 -1.583
C -0.959 2.127 3.593 -1.868
H -3.188 3.344 5.993 0.314
H -2.316 4.216 4.651 0.358
H -1.450 3.539 5.963 0.410
H -2.129 -0.075 4.471 -0.373
H -1.414 0.815 5.885 0.625
H -3.902 1.195 6.594 0.429
H -3.578 -0.491 6.426 0.462
H -5.497 -0.083 5.167 0.477
H -4.229 -0.445 4.046 0.107
H -5.115 0.718 2.001 -0.210
H -6.571 1.040 3.001 0.676
H -5.819 2.391 2.329 0.294
H -6.489 2.538 4.705 0.440
H -5.067 3.070 5.616 0.351
H -5.369 3.622 4.003 0.261
H -0.817 1.184 3.052 -0.026
H -0.066 2.237 4.235 0.757
H -0.950 3.021 2.965 0.507
H -3.768 3.214 1.999 -0.095
C 6.196 -4.596 0.435 -1.415
C 5.631 -3.920 -0.805 2.129
C 5.496 -2.448 -0.617 -0.846
C 5.143 -1.716 -1.885 1.391
C 6.310 -1.841 -2.774 -1.324
C 6.670 -3.285 -3.097 2.048
N 6.695 -4.069 -1.825 0.118
O 6.800 -5.456 -2.175 -0.522
C 5.769 -3.915 -4.162 -1.526
C 8.064 -3.260 -3.719 -2.036
C 4.263 -4.641 -1.199 -1.128
H 7.199 -4.189 0.695 0.416
H 6.333 -5.675 0.382 0.508
H 5.433 -4.498 1.230 -0.336
H 4.833 -2.260 0.258 -0.240
H 6.424 -2.056 -0.195 0.609
H 4.864 -0.666 -1.769 -0.991
H 4.285 -2.169 -2.376 0.041
H 7.138 -1.318 -2.322 0.511
H 6.194 -1.274 -3.713 -0.294
H 5.934 -4.990 -4.193 0.379
H 4.699 -3.719 -3.969 0.058
H 5.939 -3.460 -5.132 0.502
H 8.808 -2.921 -2.986 0.449
H 8.454 -4.241 -4.001 0.412
H 8.045 -2.620 -4.609 0.349
H 3.668 -4.301 -2.069 0.057
H 3.570 -4.577 -0.335 -0.025
H 4.400 -5.701 -1.433 0.461
H 7.663 -5.726 -1.852 0.360
C -7.463 2.722 -0.203 -1.708
C -6.617 3.059 -1.399 2.007
C -7.256 4.043 -2.349 -1.032
C -7.424 5.398 -1.670 -0.639
C -6.051 5.948 -1.418 -1.317
C -5.248 5.035 -0.533 1.667
N -5.348 3.685 -1.025 -0.245
O -4.736 2.854 -0.011 0.782
C -3.784 5.424 -0.573 -2.081
C -5.754 5.223 0.966 -0.869
C -6.273 1.712 -2.076 -2.016
H -7.759 3.575 0.398 0.396
H -6.958 2.079 0.493 -0.106
H -8.353 2.196 -0.556 0.499
H -6.659 4.177 -3.274 0.298
H -8.244 3.652 -2.580 0.423
H -7.935 5.247 -0.716 0.349
H -8.037 6.045 -2.282 0.439
H -6.014 6.977 -1.016 0.425
H -5.539 6.035 -2.391 0.321
H -3.400 5.199 -1.574 0.472
H -3.677 6.501 -0.403 0.435
H -3.186 4.868 0.145 0.053
H -5.709 6.289 1.217 0.569
H -6.750 4.863 1.231 0.230
H -5.001 4.891 1.687 -0.103
H -5.457 1.750 -2.817 0.381
H -7.160 1.377 -2.625 0.469
H -5.929 0.973 -1.350 0.005
H -3.966 2.454 -0.440 -0.322
C 3.181 3.581 -4.000 -1.815
C 3.118 2.310 -4.800 1.741
C 1.829 2.332 -5.598 -1.385
C 1.814 1.196 -6.608 0.266
C 2.996 1.412 -7.546 -1.906
C 4.346 1.368 -6.837 2.320
N 4.231 2.323 -5.727 -0.036
O 5.423 2.038 -4.940 -0.493
C 4.743 -0.102 -6.384 -2.191
C 5.476 1.904 -7.735 -1.685
C 3.189 1.096 -3.824 -0.359
H 3.195 4.378 -4.742 0.589
H 4.068 3.716 -3.371 0.065
H 2.350 3.664 -3.302 0.191
H 0.972 2.327 -4.922 0.278
H 1.770 3.275 -6.150 0.387
H 0.881 1.092 -7.153 0.451
H 1.963 0.247 -6.093 -0.345
H 2.890 2.387 -8.044 0.477
H 3.009 0.735 -8.394 0.540
H 5.103 -0.656 -7.261 0.536
H 5.498 -0.115 -5.610 0.626
H 3.934 -0.655 -5.920 0.105
H 5.067 2.133 -8.725 0.452
H 5.871 2.824 -7.305 0.319
H 6.261 1.191 -7.963 0.343
H 4.139 1.092 -3.293 0.084
H 3.030 0.124 -4.283 -0.093
H 2.419 1.189 -3.032 -0.081
H 5.780 2.909 -4.729 0.350
C 0.716 -3.130 -4.865 -0.088
O 1.585 -4.188 -4.429 -0.475
H 1.212 -2.388 -5.487 0.146
H -0.140 -3.540 -5.408 0.350
H 0.427 -2.696 -3.908 -0.182
H 1.866 -4.732 -5.157 0.257
```

As for the LUMO energy: 0.018 Eh. Its HOMO-LUMO gap is 8.8339 eV.